No. 1
Computed, not measured: a cluster of 4 separate species, C3H13O4 in total at a distorted geometry, with wB97M-V/def2-TZVPD.

Values from the calculation:
Lowest unoccupied orbital energy = 3.9342 eV
Multiplicity = 1
ΔE to the lowest compared entry with this formula, charge and spin = 117.1 kJ/mol
Net charge = -1
E = -423.05158 a.u.
Highest occupied orbital energy = -0.1578 Eh

```
20
Properties=species:S:1:pos:R:3:lowdin_charge:R:1
H 0.54 -0.03 -3.20 0.01
H -2.75 -1.56 1.23 0.04
H 0.10 1.18 -2.51 0.02
C -1.97 -1.38 0.50 -0.16
H -2.50 -1.02 -0.42 0.07
H 1.03 1.66 0.18 0.01
H 2.65 -0.79 1.45 0.03
C -0.91 -0.27 0.70 -0.23
O 2.36 -0.09 2.08 -0.12
H -0.39 -0.60 1.66 0.10
O 1.33 2.25 1.12 -0.23
O -0.14 0.63 -3.30 -0.12
H -1.55 -2.36 0.19 0.07
H 0.73 2.98 1.18 -0.03
H 2.02 0.39 1.27 0.01
H -1.24 0.76 0.91 0.11
C 0.00 -0.44 -0.55 -0.42
H -0.70 -0.74 -1.30 0.06
H 0.67 -1.27 -0.48 0.09
O 0.71 0.71 -0.73 -0.31
```

=====

No. 2
Computed, not measured: an isolated molecule of C2H4N4 at a distorted geometry, with wB97M-V/def2-TZVPD.

Values from the calculation:
Lowest unoccupied orbital energy (alpha / beta) = -0.3936 / 0.0773 eV
Multiplicity = 1
ΔE to the lowest compared entry with this formula, charge and spin = 580.5 kJ/mol
Net charge = 0
E = -297.42319 a.u.
Highest occupied orbital energy (alpha / beta) = -0.3102 / -0.2945 Eh

```
10
Properties=species:S:1:pos:R:3:lowdin_charge:R:1
N 1.40 0.64 0.17 0.01
N -2.01 -0.06 -0.05 0.05
C -0.77 -0.21 -0.52 -0.16
C 2.03 -0.62 0.14 -0.38
H 2.83 -0.83 0.86 0.10
H -2.28 0.50 0.75 0.10
H -0.22 1.66 0.02 0.14
N 0.08 0.70 0.06 -0.10
N 1.69 -1.20 -0.91 0.17
H -2.75 -0.57 -0.51 0.09
```

=====

No. 3
Computed, not measured: a structure of composition C11H25AlAsS6, with wB97M-V/def2-TZVPD.

Values from the calculation:
Lowest unoccupied orbital energy = -2.0754 eV
Multiplicity = 1
Net charge = +1
E = -5301.35814 a.u.
Highest occupied orbital energy = -0.3824 Eh

```
44
Properties=species:S:1:pos:R:3:lowdin_charge:R:1
H -3.57 -2.36 0.92 0.05
H 2.88 -0.38 3.13 0.10
C 3.16 -1.00 1.10 -0.48
C 3.20 0.66 -1.29 -0.47
C -3.05 -3.19 0.45 -0.24
C 2.54 1.98 -0.91 -0.51
Al 0.27 -1.24 0.17 -0.78
H 4.26 0.69 -1.03 0.10
H 0.52 4.32 -1.36 0.09
C -3.92 -2.27 -2.36 -0.25
C 0.34 3.59 -0.57 -0.50
S 2.55 -0.89 -0.60 0.91
C -1.12 3.71 -0.11 -0.52
S -1.83 2.33 0.83 0.84
H 4.24 -0.85 1.08 0.10
S 0.71 0.01 2.20 0.92
H -3.60 -1.88 -3.32 0.04
C 2.55 -0.07 2.14 -0.42
C -1.35 -3.96 -2.12 -0.23
H 1.10 2.13 3.17 0.10
S 0.76 1.93 -1.19 0.83
S -1.43 -0.65 -1.17 0.31
C 0.55 1.83 2.27 -0.48
H 1.06 2.23 1.40 0.01
C -0.88 2.32 2.36 -0.52
H 3.14 0.50 -2.36 0.09
H -0.97 -3.55 -3.06 0.05
H -1.78 3.79 -0.97 0.08
H -2.21 -3.52 1.05 -0.01
H 2.87 0.96 1.99 0.07
H -1.22 4.63 0.46 0.09
As -2.38 -2.60 -1.25 0.81
H -3.75 -4.01 0.27 0.05
H -0.88 3.32 2.81 0.09
H 2.74 2.24 0.13 0.07
H -1.99 -4.82 -2.32 0.05
H -4.46 -3.21 -2.51 0.05
H -0.52 -4.22 -1.46 -0.02
H 1.02 3.83 0.24 0.07
H -1.46 1.69 3.04 0.08
H 3.00 2.76 -1.53 0.10
H 2.96 -2.04 1.35 0.03
H -4.57 -1.55 -1.87 0.05
S 0.52 -3.19 0.84 0.21
```

=====

No. 4
Computed, not measured: a cluster of 2 separate species, C14H7F4N in total at a distorted geometry, with wB97M-V/def2-TZVPD.

Values from the calculation:
Lowest unoccupied orbital energy = -3.9791 eV
Multiplicity = 1
ΔE to the lowest compared entry with this formula, charge and spin = 269.1 kJ/mol
Net charge = 0
E = -991.73017 a.u.
Highest occupied orbital energy = -0.2771 Eh

```
26
Properties=species:S:1:pos:R:3:lowdin_charge:R:1
F -0.82 4.87 0.97 0.06
C 0.10 1.47 -1.27 0.10
F -1.02 -4.45 2.12 0.06
C -0.79 -2.21 1.39 0.09
C -0.66 -3.56 1.14 -0.20
H -0.10 -5.13 -0.25 0.15
C -0.42 -1.25 0.39 -0.16
F 0.64 -3.58 -2.25 0.06
H 0.09 4.90 -1.50 0.15
H -0.96 0.23 1.78 0.13
C 3.04 0.20 1.95 -0.54
C -0.58 0.10 0.76 0.12
H 0.37 -1.07 -1.65 0.11
F 0.72 2.89 -3.07 0.06
H 0.35 0.61 -1.89 0.11
H -1.17 -1.86 2.36 0.14
C 0.25 2.75 -1.78 -0.19
C -0.19 -4.06 -0.08 0.13
C 0.17 -3.12 -1.04 -0.19
C -0.37 1.31 0.07 -0.16
H -1.06 2.42 1.84 0.14
C 0.07 -1.74 -0.86 0.10
N 3.58 0.13 0.91 -0.28
C -0.51 3.74 0.24 -0.20
C -0.04 3.91 -1.07 0.13
C -0.68 2.50 0.81 0.09
```

=====

No. 5
Computed, not measured: a structure of composition C39H46ClN8O3PRh at a distorted geometry, with wB97M-V/def2-TZVPD.

Values from the calculation:
Lowest unoccupied orbital energy (alpha / beta) = -1.7977 / -4.3881 eV
Multiplicity = 5
<S²> = 6.048
Net charge = +1
E = -3089.39411 a.u.
Highest occupied orbital energy (alpha / beta) = -0.3860 / -0.3962 Eh

```
99
Properties=species:S:1:pos:R:3:mulliken_spin:R:1
H -1.34 5.83 2.99 0.00
C 0.48 0.34 3.62 0.11
Rh -0.62 -0.14 0.39 2.47
H -2.17 -0.13 -2.56 -0.01
H -2.56 7.50 1.52 0.00
H 5.26 -2.39 -4.50 0.00
C -3.79 -3.29 4.72 0.00
O -0.31 -2.00 1.62 0.12
P 1.30 -0.78 -2.88 0.02
C 2.58 0.11 0.79 0.00
H -3.26 6.89 0.02 0.00
N -0.94 1.46 1.97 0.61
N -1.86 1.23 -0.97 0.08
H -3.60 4.45 -0.33 0.00
H 2.38 1.59 -2.29 0.00
C -0.43 -4.00 -4.35 0.00
H 0.89 3.35 -2.94 0.00
H 2.72 -0.01 -0.32 0.00
C 4.26 -2.99 -2.79 0.00
N 1.35 0.16 1.36 0.11
C 2.88 0.16 2.96 0.01
H 0.46 -3.97 -6.36 0.00
C 4.94 -1.91 -3.61 0.00
H 2.06 -2.76 -5.27 0.00
H 2.54 -2.84 -1.45 0.00
C 4.00 -0.73 -3.60 0.00
H 4.48 0.19 -3.28 0.00
C 0.64 -0.14 4.90 -0.03
H 0.16 0.59 -5.57 0.00
C -1.60 1.44 4.32 0.13
H 3.22 0.31 3.96 0.00
H 3.22 1.63 -3.90 0.00
C -3.95 0.92 -1.70 0.02
C -4.01 1.84 -0.63 0.01
H 5.86 -1.50 -3.02 0.00
C -2.63 0.56 -1.83 0.01
H -0.82 -2.81 -6.12 0.00
C 0.79 2.57 -5.02 0.00
H -0.28 -3.17 -2.31 0.00
H -2.46 1.96 4.05 0.00
C 0.02 -0.38 7.33 -0.01
C -3.12 6.67 1.07 -0.01
C -2.84 -3.97 5.48 0.00
C 0.29 1.16 -4.60 0.00
H 2.27 3.77 -3.95 0.00
H 0.66 -1.22 7.41 0.00
H -3.83 -1.72 3.17 0.00
C 1.56 3.03 -3.77 0.00
H -0.95 -4.60 5.93 0.00
H 3.59 -0.46 -4.54 0.00
C -1.42 2.68 1.74 0.01
C -1.31 1.06 5.63 -0.05
O -2.24 -0.95 1.60 0.15
N 0.66 -1.97 -3.79 0.00
H 1.51 -0.80 5.11 0.00
C -1.88 -2.50 3.44 0.01
H -4.82 2.46 -0.17 0.00
H 0.07 -3.28 3.89 0.00
H -4.09 6.59 1.54 0.01
H -1.36 -2.25 -3.37 0.00
C -0.23 0.21 5.93 0.07
H 0.34 -4.79 -4.05 0.00
C -2.48 5.30 1.22 0.13
C 3.59 0.09 1.77 0.00
C -2.90 4.23 0.47 -0.03
H 4.67 -0.02 1.63 0.00
H -2.00 1.37 6.43 0.00
N 2.91 -1.13 -2.63 0.00
C -1.46 -1.82 2.17 -0.05
H -0.86 -0.76 7.80 0.00
N 1.59 0.11 2.68 -0.02
C -2.31 2.98 0.69 0.14
O 0.54 -0.71 -1.58 0.00
H -0.40 3.67 3.33 0.00
C 3.37 -2.23 -1.82 0.00
H -4.81 -3.27 4.95 0.00
H 0.30 0.47 8.04 0.01
C -0.45 -2.82 -3.32 0.00
C 1.05 -2.30 -5.17 0.00
H -4.74 0.46 -2.23 0.00
C -3.24 -2.49 3.74 0.00
C 2.25 1.77 -3.33 0.00
C -0.62 1.15 3.31 -0.12
N -2.74 1.97 -0.23 0.00
C -1.55 5.06 2.26 -0.07
C 0.03 -3.32 -5.66 0.00
C -1.10 3.79 2.53 0.13
N 1.35 0.61 -3.78 0.00
Cl -3.43 -5.01 6.75 0.00
H -0.03 3.23 -5.33 0.00
C -1.51 -3.99 5.23 0.00
H -0.72 1.19 -4.10 0.00
C -0.97 -3.31 4.15 0.01
H 3.98 -1.86 -1.01 0.00
H 1.09 -1.36 -5.79 0.00
H 1.55 2.41 -5.80 0.00
H -1.39 -4.49 -4.38 0.00
H 3.67 -3.70 -3.41 0.00
H 5.06 -3.51 -2.24 0.00
```

=====

No. 6
Computed, not measured: a cluster of 2 separate species, C4H8N2O2 in total at a distorted geometry, with wB97M-V/def2-TZVPD.

Values from the calculation:
Lowest unoccupied orbital energy (alpha / beta) = -0.2992 / -0.6377 eV
Multiplicity = 1
ΔE to the lowest compared entry with this formula, charge and spin = 475.2 kJ/mol
Net charge = 0
E = -417.07495 a.u.
Highest occupied orbital energy (alpha / beta) = -0.2935 / -0.3234 Eh

```
16
Properties=species:S:1:pos:R:3:lowdin_charge:R:1
C 1.34 0.54 -0.47 -0.09
H 1.40 1.68 -0.34 0.10
H 0.82 1.23 1.83 0.08
O -0.52 -2.03 1.16 0.03
H -0.78 1.52 1.17 0.05
O -1.88 1.82 -0.73 0.02
H -0.49 -1.22 -1.92 0.10
N -0.47 -1.87 -1.10 0.14
H -1.09 -2.67 -1.34 0.13
N -1.47 0.81 -1.15 0.11
C -0.20 -1.41 0.13 -0.58
H 2.23 0.22 0.09 0.09
C -0.11 0.75 1.53 -0.04
H 1.51 0.33 -1.55 0.08
C 0.17 -0.05 0.26 -0.29
H -0.46 0.34 2.42 0.06
```

=====

> Among the records above, which one has the highest multiplicity?

C39H46ClN8O3PRh

=====

> The highest E belongs to which entry?

C2H4N4

=====

> Which of these has the lowest net charge?

C3H13O4

=====

> Which of these has the highest E?

C2H4N4